No. 1
Computed, not measured: a structure of composition C52H65AsClIN2O6SeSn, with ωB97M-V/def2-TZVPD.

Atoms and positions in Å:
I  0.10  2.61  -2.72
Sn  0.04  0.00  -0.19
Se  0.50  -0.14  2.56
As  1.00  -1.95  -2.87
Cl  -7.18  -3.18  -0.85
O  1.06  2.39  0.81
O  -0.25  -2.38  0.58
O  -2.16  -0.06  1.28
O  -3.17  4.42  3.87
O  -2.15  -0.34  -1.60
O  2.33  -0.39  0.02
N  -1.48  2.47  -0.04
N  1.09  3.34  4.22
C  -1.19  3.05  3.56
C  -4.16  1.97  -3.19
C  1.88  -3.46  -1.97
C  -5.68  -2.32  -1.04
C  4.46  -0.23  1.09
C  0.18  -2.01  2.86
C  0.29  -4.32  5.90
C  -3.78  2.21  -0.84
C  3.03  -0.28  1.09
C  4.51  0.35  6.03
C  -0.32  -4.60  3.46
C  -2.81  2.17  -3.42
C  -0.49  -4.20  2.14
C  5.20  -0.19  -0.25
C  0.31  -2.44  4.17
C  -1.27  -4.78  -0.22
C  0.24  -6.30  1.04
C  6.23  -1.11  5.00
C  -2.64  3.10  3.96
C  0.08  -3.76  4.50
C  5.14  -0.15  2.28
C  1.45  -5.33  5.84
C  6.73  -0.13  -0.10
C  3.14  -0.07  3.54
C  -0.92  -5.30  1.17
C  0.67  -3.22  6.90
C  -0.22  3.23  4.51
C  -4.96  -1.93  0.05
C  4.52  -0.05  3.53
C  4.75  1.07  -0.99
C  -1.75  2.86  1.15
C  -3.12  -0.80  1.13
C  -2.40  2.40  -1.04
C  5.37  0.13  4.78
C  -4.06  -1.35  -2.49
C  -1.96  2.37  -2.36
C  1.49  3.14  3.00
C  2.42  -0.19  2.37
C  -2.17  -6.02  1.70
C  1.59  -2.52  -4.71
C  2.94  3.32  2.69
C  -4.64  1.99  -1.89
C  -0.81  2.87  2.21
C  -0.20  -2.84  1.77
C  -0.98  -5.00  6.41
C  -3.76  -1.22  -0.08
C  -3.24  -0.93  -1.39
C  6.27  1.37  4.61
C  0.60  2.75  1.91
C  -5.23  -2.01  -2.33
C  4.84  -1.41  -1.10
C  -0.78  -2.76  -3.02
H  -0.72  -3.82  -3.27
H  2.33  -4.84  5.44
H  5.66  2.23  4.34
H  3.82  1.18  5.88
H  5.05  1.96  -0.44
H  6.22  -0.14  2.25
H  7.17  -0.07  -1.10
H  5.60  -1.99  5.11
H  3.44  3.74  3.56
H  -1.80  -4.29  6.44
H  1.19  -6.16  5.20
H  3.67  1.08  -1.10
H  -0.01  -7.11  0.36
H  -2.76  2.80  5.01
H  -0.43  -4.24  -0.64
H  -1.52  -5.62  -0.88
H  -4.83  1.77  -4.02
H  5.10  -2.34  -0.58
H  -5.69  1.80  -1.69
H  -0.51  -5.63  3.69
H  -2.74  3.30  1.37
H  1.59  -2.73  6.60
H  2.58  0.08  4.45
H  3.04  3.97  1.82
H  5.15  0.58  6.88
H  -1.36  -2.24  -3.77
H  -5.32  -2.16  1.05
H  -5.82  -2.30  -3.19
H  -3.62  -1.19  2.05
H  -2.11  -4.10  -0.18
H  0.83  -3.66  7.89
H  0.96  -2.04  -5.46
H  3.39  2.37  2.42
H  7.12  -1.02  0.39
H  -0.46  3.32  5.57
H  2.94  -3.48  -2.22
H  -0.11  -2.47  6.98
H  -0.83  -5.40  7.42
H  3.78  -1.41  -1.31
H  5.20  1.11  -1.98
H  1.68  -5.71  6.84
H  0.60  -1.71  4.91
H  -2.78  4.81  3.08
H  -3.24  2.41  3.34
H  6.79  1.58  5.53
H  -2.01  -6.53  2.65
H  5.38  -1.38  -2.05
H  -3.69  -1.10  -3.48
H  0.50  -6.74  2.00
H  3.93  -0.55  6.25
H  6.90  -1.28  4.16
H  1.12  -5.78  0.66
H  1.78  -3.33  -0.90
H  7.00  1.21  3.82
H  -2.42  2.12  -4.43
H  -1.27  -5.83  5.77
H  -1.29  -2.65  -2.07
H  6.83  -1.00  5.90
H  -4.15  2.15  0.18
H  2.63  -2.22  -4.90
H  -2.50  -6.78  0.98
H  1.52  -3.60  -4.83
H  -2.98  -5.31  1.82
H  1.43  -4.42  -2.26
H  7.03  0.75  0.45

Summary:
HOMO-LUMO gap: 0.225 hartree
net charge: -2
relative energy (zero: lowest compared OMol25 entry of this formula, charge and spin): 121.2 kJ/mol
highest occupied orbital energy: -2.22 eV

---

No. 2
Computed, not measured: a structure of composition C52H66AsN3P3SSiZr, with ωB97M-V/def2-TZVPD.

Atoms and positions in Å:
Zr  -0.24  0.10  0.22
As  1.33  1.28  2.26
S  -1.70  -1.56  -0.90
P  0.52  1.19  -2.23
P  -2.65  1.55  0.06
P  2.04  -1.40  -0.51
Si  -3.66  -4.27  -0.03
N  -1.37  -1.13  1.66
N  4.02  -0.89  -2.25
N  2.48  0.67  -3.96
C  0.18  3.90  2.55
C  -0.75  2.28  4.07
C  -4.84  -3.24  -1.04
C  -2.77  -3.07  1.19
C  2.32  3.13  -1.48
C  -1.98  -1.99  0.80
C  -1.57  -1.30  2.99
C  -4.37  2.40  -4.13
C  3.40  -1.61  0.68
C  -4.57  -5.50  1.03
C  3.71  0.25  -4.34
C  3.10  -3.87  -1.28
C  -2.94  -3.19  2.57
C  4.46  3.85  3.26
C  -1.46  4.57  4.17
C  -2.38  -5.13  -1.08
C  -1.54  3.27  4.64
C  -3.88  3.45  -3.36
C  -0.61  0.98  -3.63
C  2.00  -2.27  4.41
C  4.21  0.59  -5.62
C  1.76  -3.14  -1.15
C  0.89  -3.88  -0.14
C  -0.60  4.89  3.13
C  -2.35  -2.31  3.47
C  1.63  0.00  3.68
C  2.80  -0.53  -1.93
C  5.48  0.23  -5.95
C  1.10  -3.06  -2.53
C  2.19  -0.45  5.98
C  1.08  3.56  -3.62
C  1.89  0.46  4.97
C  0.99  2.99  -2.20
C  6.30  -0.49  -5.03
C  5.31  2.42  1.53
C  4.06  1.82  1.42
C  -3.83  0.85  -2.37
C  5.50  3.44  2.45
C  4.52  -0.49  -3.43
C  -3.31  1.89  -1.60
C  5.84  -0.84  -3.80
C  3.22  3.25  3.17
C  2.25  -1.80  5.70
C  -3.36  3.19  -2.09
C  -3.96  0.57  0.85
C  2.05  0.33  -2.78
C  3.01  2.24  2.24
C  -2.81  3.12  0.96
C  1.70  -1.36  3.40
C  -0.09  3.74  -1.43
C  -4.36  1.11  -3.63
C  0.11  2.59  3.02
H  -1.74  -5.77  -0.47
H  1.80  3.03  -4.24
H  -2.63  2.94  2.02
H  -1.04  3.74  -1.96
H  2.55  4.19  -1.36
H  -4.77  0.30  -4.21
H  2.06  -3.32  4.20
H  -3.90  -6.06  1.69
H  6.44  -1.40  -3.10
H  -3.92  4.46  -3.72
H  -0.25  3.31  -0.43
H  2.50  -2.50  6.48
H  -0.77  1.28  4.50
H  -1.08  0.00  -3.60
H  3.23  -2.50  1.28
H  3.15  2.67  -2.02
H  3.50  -0.77  1.36
H  2.28  2.70  -0.48
H  -3.74  0.42  1.91
H  -3.83  3.49  0.83
H  -4.89  1.14  0.76
H  2.91  -4.81  -1.79
H  -1.07  -0.59  3.65
H  -0.02  1.08  -4.55
H  4.32  -1.73  0.10
H  -2.50  -2.42  4.54
H  6.47  3.91  2.53
H  2.41  3.60  3.82
H  -4.33  -2.58  -1.74
H  1.41  4.60  -3.55
H  -5.49  -2.63  -0.40
H  0.75  -4.06  -2.80
H  -2.11  3.88  0.62
H  3.84  -3.32  -1.87
H  -2.06  5.35  4.63
H  3.54  -4.11  -0.32
H  0.89  4.17  1.77
H  -1.39  1.74  -3.60
H  4.62  4.65  3.98
H  -5.36  -5.05  1.63
H  1.81  -2.75  -3.29
H  0.12  3.56  -4.12
H  1.87  1.52  5.20
H  3.58  1.14  -6.29
H  0.24  -2.39  -2.56
H  -3.56  -3.99  2.95
H  1.51  -1.74  2.39
H  -4.78  2.60  -5.11
H  0.22  4.77  -1.29
H  -5.05  -6.23  0.38
H  -3.02  4.03  -1.50
H  2.39  -0.09  6.97
H  -2.19  3.03  5.46
H  0.81  -4.91  -0.45
H  -0.52  5.91  2.79
H  5.88  0.49  -6.91
H  6.11  2.09  0.90
H  -3.85  -0.16  -1.99
H  3.92  1.04  0.68
H  7.31  -0.76  -5.33
H  1.34  -3.88  0.86
H  -0.12  -3.47  -0.07
H  -1.75  -4.44  -1.65
H  -5.49  -3.89  -1.62
H  -2.89  -5.77  -1.80
H  -4.10  -0.39  0.37

Summary:
HOMO-LUMO gap: 0.234 hartree
net charge: +3
relative energy (zero: lowest compared OMol25 entry of this formula, charge and spin): 11.6 kJ/mol
highest occupied orbital energy: -15.64 eV

---

No. 3
Computed, not measured: a structure of composition C52H66BKN9O5S7, with ωB97M-V/def2-TZVPD.

Atoms and positions in Å:
K  -1.13  0.86  -0.05
S  -2.32  2.62  -1.96
S  1.41  -1.32  0.96
S  2.00  1.10  -1.12
S  1.02  0.05  3.97
S  -0.50  -0.31  -3.33
S  0.60  -3.34  -1.90
S  -2.39  -3.47  -4.44
O  -3.25  3.53  -1.33
O  -2.73  1.22  -1.92
O  -0.93  2.79  -1.54
O  -2.58  2.60  3.72
O  -4.90  1.02  1.77
N  3.93  -0.03  0.32
N  2.76  1.13  2.25
N  4.21  -1.54  3.39
N  -2.38  -1.36  0.93
N  -0.11  2.87  1.57
N  -2.59  1.18  1.89
N  3.66  2.07  1.86
N  5.17  -0.45  0.62
N  3.33  -1.39  2.42
C  3.56  0.54  -0.86
C  -4.65  -2.91  0.52
C  5.84  0.21  -1.55
C  -2.83  -1.86  -3.69
C  0.68  3.74  0.94
C  4.25  1.22  -3.19
C  -1.87  4.48  1.44
C  2.30  -2.18  2.16
C  0.26  5.00  0.54
C  4.06  -2.61  4.13
C  6.11  -0.33  -0.27
C  -2.33  3.04  -3.70
C  -4.75  -1.59  0.91
C  3.02  -3.55  3.89
C  -2.39  3.65  -6.42
C  5.73  3.56  1.04
C  7.92  -1.95  -0.80
C  -3.53  3.02  -4.39
C  5.02  -2.80  5.29
C  0.65  -1.52  -4.06
C  5.39  4.87  3.14
C  -2.03  -0.68  -4.21
C  4.69  4.24  1.94
C  -1.36  3.24  1.82
C  1.90  1.29  3.30
C  2.68  3.57  3.40
C  7.50  -0.80  0.12
C  -2.42  3.95  -7.90
C  2.11  -3.36  2.89
C  3.97  5.33  1.13
C  3.65  3.23  2.42
C  -2.28  -2.63  0.55
C  0.70  2.97  4.78
C  -3.56  3.32  -5.74
C  0.93  -4.23  2.60
C  1.49  -2.23  -3.02
C  -3.59  -0.84  1.13
C  1.79  2.65  3.81
C  -2.29  2.29  2.57
C  -0.16  -4.54  -3.03
C  -1.20  3.68  -5.71
C  5.97  -1.61  5.40
C  -1.05  5.37  0.78
C  -3.38  -3.45  0.34
C  4.59  0.64  -1.86
C  -1.16  3.38  -4.36
C  -1.69  -4.46  -3.09
C  7.54  -1.26  1.57
C  5.84  -4.08  5.06
C  4.22  -2.92  6.59
C  -3.75  0.59  1.66
C  8.49  0.37  -0.05
B  2.95  -0.18  1.48
H  -0.27  2.65  4.37
H  0.84  2.43  5.71
H  3.50  4.90  0.24
H  6.86  -2.10  1.73
H  6.42  -4.00  4.13
H  3.18  5.81  1.72
H  -1.51  4.45  -8.22
H  5.83  4.10  3.79
H  0.92  -4.52  1.55
H  1.95  -1.50  -2.34
H  7.22  -0.47  2.25
H  4.90  -2.97  7.44
H  0.12  -5.53  -2.67
H  -2.62  0.23  -4.07
H  2.30  -2.79  -3.50
H  -5.70  -1.09  1.07
H  -2.91  4.71  1.64
H  8.55  0.70  -1.09
H  1.32  -1.01  -4.76
H  -4.44  2.76  -3.86
H  -2.09  -4.07  -2.15
H  -3.88  -1.71  -3.92
H  -1.43  6.33  0.45
H  0.01  -3.66  2.78
H  3.60  -3.82  6.60
H  -1.82  -0.79  -5.28
H  1.68  3.40  0.71
H  2.62  4.59  3.78
H  5.20  -4.96  4.98
H  6.46  4.30  0.72
H  5.26  3.12  0.16
H  -3.27  4.59  -8.15
H  6.64  -1.76  6.26
H  6.53  -4.24  5.89
H  -2.52  3.03  -8.48
H  6.20  5.52  2.80
H  -3.25  -4.48  0.05
H  3.77  2.19  -3.07
H  0.07  -2.24  -4.64
H  7.91  -1.66  -1.85
H  -2.10  -5.46  -3.23
H  -4.50  3.29  -6.28
H  5.42  -0.68  5.55
H  -2.74  -1.94  -2.60
H  0.95  5.65  0.00
H  0.92  -5.12  3.23
H  0.27  -4.43  -4.02
H  -0.28  3.94  -6.22
H  8.55  -1.57  1.83
H  -1.28  -3.00  0.39
H  3.56  -2.06  6.72
H  8.93  -2.29  -0.55
H  -5.53  -3.51  0.35
H  5.14  1.32  -3.81
H  2.94  -4.42  4.53
H  6.58  -1.50  4.51
H  -0.23  3.38  -3.80
H  7.24  -2.80  -0.68
H  9.49  0.07  0.26
H  6.63  0.29  -2.28
H  6.25  2.76  1.58
H  8.18  1.23  0.55
H  4.71  5.47  3.75
H  4.68  6.09  0.81
H  3.52  0.59  -3.70
H  0.67  4.04  4.97

Summary:
HOMO-LUMO gap: 0.253 hartree
net charge: -1
relative energy (zero: lowest compared OMol25 entry of this formula, charge and spin): 0.0 kJ/mol
highest occupied orbital energy: -5.29 eV